(1)
Here is a structure of composition C44H49N5O8Zr from OMol25. Energies are from ωB97M-V with the def2-TZVPD basis set.

```
107
Properties=species:S:1:pos:R:3:mulliken_charge:R:1
Zr 0.588 -1.075 -0.161 -0.626
C 1.713 -3.243 0.881 0.772
C 0.530 -2.966 1.603 0.879
C 0.721 -1.732 2.294 0.829
C 2.006 -1.245 1.963 0.681
C 2.612 -2.171 1.083 0.372
C 4.027 -2.140 0.597 -1.621
C 2.667 -0.043 2.562 -1.667
C -0.102 -1.214 3.435 -1.658
C -0.578 -3.937 1.885 -1.622
C 2.065 -4.502 0.149 -1.552
H 4.123 -2.590 -0.391 0.397
H 4.667 -2.710 1.277 0.395
H 4.422 -1.126 0.551 0.380
H 3.293 0.483 1.837 0.301
H 3.311 -0.337 3.396 0.407
H 1.932 0.669 2.935 0.334
H -0.194 -0.127 3.410 0.227
H 0.377 -1.479 4.383 0.383
H -1.106 -1.639 3.444 0.375
H -0.331 -4.540 2.764 0.423
H -0.751 -4.627 1.059 0.321
H -1.519 -3.431 2.092 0.163
H 2.334 -4.315 -0.892 0.191
H 1.252 -5.228 0.172 0.508
H 2.928 -4.976 0.624 0.405
O 0.480 -0.160 -3.689 -0.599
C -0.274 -0.538 -2.823 -0.380
O -0.394 -0.008 -1.621 -0.517
C -1.193 -1.750 -3.042 0.508
C -2.165 -1.907 -1.880 -0.882
C -3.180 -3.020 -2.145 -1.038
C -2.344 -4.290 -1.890 -0.800
C -0.966 -3.691 -1.656 -0.611
O -1.280 -2.502 -0.876 0.927
C -0.393 -3.090 -2.956 0.285
C 1.104 -2.928 -2.744 -0.513
O 1.935 -3.496 -3.415 -0.720
O 1.379 -2.208 -1.689 0.326
H -1.689 -1.633 -4.005 0.549
H -2.568 -0.975 -1.492 0.812
H -3.556 -2.959 -3.166 0.506
H -4.034 -2.953 -1.471 0.353
H -2.344 -4.992 -2.723 0.516
H -2.682 -4.817 -0.997 0.297
H -0.268 -4.315 -1.105 0.200
H -0.554 -3.741 -3.814 0.626
C 2.453 1.559 -7.961 -0.920
O 1.555 1.926 -6.933 -0.422
C 2.019 2.740 -5.947 0.886
C 3.291 3.305 -5.927 -0.539
C 3.646 4.139 -4.873 -0.432
C 2.774 4.367 -3.823 -0.373
C 1.490 3.820 -3.864 0.187
C 1.115 3.018 -4.918 -0.436
N 3.225 5.281 -2.811 -0.506
N 2.970 5.124 -1.614 -0.492
C 2.372 3.933 -1.078 -0.029
C 1.366 4.165 -0.171 -0.195
C 0.667 3.125 0.463 -0.879
C 1.009 1.814 0.219 0.009
O 0.427 0.769 0.770 0.255
C 2.085 1.555 -0.688 -0.575
N 2.350 0.234 -0.921 1.274
C 3.310 -0.083 -1.759 -0.063
C 4.157 0.884 -2.322 -1.775
C 3.913 2.205 -2.088 -0.578
C 2.791 2.592 -1.315 0.969
H 1.906 0.884 -8.615 0.244
H 3.327 1.041 -7.555 0.358
H 2.781 2.431 -8.534 0.356
H 3.998 3.125 -6.721 0.429
H 4.618 4.614 -4.855 0.453
H 0.783 4.020 -3.070 0.393
H 0.134 2.565 -4.950 0.287
H 1.099 5.193 0.032 0.437
H -0.134 3.347 1.156 0.642
H 3.415 -1.133 -1.997 0.469
H 4.980 0.569 -2.944 0.491
H 4.569 2.957 -2.495 0.659
C -4.573 3.879 5.612 -1.124
C -3.189 3.254 5.534 -0.794
N -3.186 1.965 4.844 0.311
C -2.991 0.772 5.653 -0.197
C -4.195 0.425 6.515 -1.217
C -3.201 1.998 3.487 0.198
O -3.178 3.045 2.861 -0.643
C -3.239 0.695 2.743 -0.095
C -4.239 -0.254 2.880 0.191
C -4.177 -1.397 2.099 -2.010
C -3.099 -1.558 1.242 -0.612
N -2.127 -0.655 1.103 0.829
C -2.222 0.458 1.823 -0.911
H -4.527 4.829 6.142 0.398
H -5.273 3.229 6.136 0.270
H -4.953 4.068 4.610 0.302
H -2.781 3.084 6.532 0.427
H -2.514 3.925 5.000 0.414
H -2.118 0.942 6.291 0.452
H -2.738 -0.060 4.999 -0.044
H -4.399 1.208 7.245 0.339
H -4.012 -0.499 7.060 0.425
H -5.089 0.295 5.906 0.233
H -5.063 -0.094 3.564 0.538
H -4.941 -2.159 2.156 0.527
H -2.998 -2.458 0.652 0.787
H -1.444 1.192 1.667 0.576
```

The value obtained for the total energy is -2629.049081 hartree. As for the spin multiplicity: 1. Its total charge is 0. The calculation puts the HOMO energy at -0.2651 Ha. As for the HOMO-LUMO gap: 7.261 eV.

(2)
Here is a structure of composition C44H50BClIrN9OSeSi from OMol25. Energies are from ωB97M-V with the def2-TZVPD basis set.

```
109
Properties=species:S:1:pos:R:3:mulliken_spin:R:1
Ir 0.113 -0.034 -0.399 0.005
C 3.342 2.260 3.350 0.001
C 3.081 1.337 2.209 0.001
C 3.943 0.456 1.601 0.000
C 3.249 -0.083 0.513 0.000
N 1.983 0.368 0.531 0.007
N 1.904 1.270 1.554 0.003
B 0.851 2.366 1.398 0.001
N 0.820 2.738 -0.142 0.000
N 0.580 1.795 -1.099 0.002
C 0.607 2.396 -2.295 0.000
C 0.857 3.756 -2.098 -0.001
C 0.995 3.929 -0.734 0.001
C 1.286 5.173 0.034 0.000
C 0.431 1.742 -3.603 0.000
C -0.420 2.337 -4.536 0.000
C -0.575 1.788 -5.799 0.000
C 0.128 0.644 -6.156 0.000
C 0.988 0.056 -5.239 0.000
C 1.140 0.601 -3.971 0.000
N -0.571 1.891 1.732 0.000
N -1.170 1.270 0.685 -0.009
C -2.477 1.532 0.755 0.002
C -2.727 2.276 1.915 -0.013
C -1.499 2.504 2.496 0.010
C -1.157 3.291 3.712 0.011
C -3.479 1.269 -0.294 0.004
C -3.211 1.595 -1.622 0.000
C -4.187 1.433 -2.592 0.000
C -5.446 0.956 -2.244 0.000
C -5.724 0.650 -0.919 0.000
C -4.746 0.810 0.053 0.001
C 3.931 -0.788 -0.587 -0.002
C 4.651 -1.956 -0.367 0.001
C 5.336 -2.556 -1.412 0.000
C 5.341 -1.971 -2.671 0.000
C 4.693 -0.760 -2.871 0.000
C 4.002 -0.166 -1.827 0.000
H 4.402 2.240 3.592 0.000
H 2.791 1.962 4.243 0.001
H 3.061 3.284 3.110 0.000
H 4.981 0.291 1.835 0.000
H 1.134 3.326 2.043 0.001
H 0.971 4.510 -2.857 0.000
H 1.375 6.013 -0.651 0.000
H 2.218 5.082 0.591 0.000
H 0.489 5.390 0.745 0.000
H -0.975 3.226 -4.266 0.000
H -1.242 2.260 -6.508 0.000
H 0.014 0.223 -7.146 0.000
H 1.552 -0.832 -5.499 0.000
H 1.815 0.122 -3.280 0.000
H -3.681 2.648 2.247 0.000
H -2.064 3.710 4.143 0.000
H -0.476 4.110 3.476 -0.001
H -0.682 2.659 4.463 -0.003
H -2.234 1.982 -1.889 0.000
H -3.969 1.694 -3.620 0.000
H -6.213 0.847 -3.000 0.000
H -6.708 0.295 -0.639 0.000
H -4.957 0.564 1.087 0.000
H 4.666 -2.402 0.619 0.000
H 5.878 -3.477 -1.242 0.000
H 5.880 -2.439 -3.484 0.000
H 4.736 -0.270 -3.836 0.000
H 3.527 0.798 -1.959 0.000
C -4.076 -2.435 -3.229 0.000
N -3.226 -2.051 -2.122 0.000
C -3.539 -2.306 -0.733 -0.002
C -2.435 -1.546 -0.025 -0.007
O -2.219 -1.543 1.160 -0.002
N -1.675 -0.891 -0.988 0.002
C -2.176 -1.232 -2.195 0.000
N -1.712 -0.759 -3.334 0.000
H -4.641 -3.317 -2.940 0.000
H -3.476 -2.707 -4.098 0.000
H -4.772 -1.636 -3.495 0.000
H -3.490 -3.366 -0.483 0.000
H -4.513 -1.902 -0.450 0.000
H -0.831 -0.265 -3.341 0.000
H -2.063 -1.095 -4.213 0.000
C 2.171 -3.732 1.498 -0.020
Si 1.019 -3.908 0.044 -0.004
C 1.663 -5.227 -1.110 0.000
C -0.721 -4.333 0.570 0.000
Se 1.075 -2.095 -1.377 -0.001
H 2.365 -4.715 1.936 -0.001
H 1.780 -3.087 2.282 0.012
H 3.122 -3.323 1.162 0.003
H 1.709 -6.185 -0.586 0.000
H 2.667 -4.982 -1.461 0.000
H 1.016 -5.345 -1.981 0.000
H -0.725 -5.280 1.116 -0.001
H -1.345 -4.457 -0.319 0.000
H -1.164 -3.567 1.209 -0.002
Cl -0.248 1.168 8.604 0.023
C -0.228 0.366 7.071 0.208
C -0.942 -0.819 6.903 -0.096
C -0.926 -1.456 5.683 0.206
C -0.198 -0.931 4.587 0.050
C -0.171 -1.564 3.343 0.244
C 0.510 0.278 4.799 0.064
C 0.500 0.915 6.019 -0.128
H -1.500 -1.226 7.735 -0.002
H -1.481 -2.377 5.553 0.009
H -0.737 -2.468 3.167 -0.048
H 0.374 -1.125 2.518 0.346
H 1.062 0.695 3.966 0.129
H 1.048 1.836 6.176 -0.005
```

The value obtained for the total energy is -5555.031363 hartree. As for the spin multiplicity: 2. Its total charge is +1. The calculation puts the HOMO energy (spin up / spin down) at -0.3286 / -0.3657 Ha. As for the HOMO-LUMO gap (spin up / spin down): 5.741 / 6.749 eV. Its expectation value of S² is 0.79.

(3)
Here is a structure of composition C44H50Br2CoN4O3S from OMol25. Energies are from ωB97M-V with the def2-TZVPD basis set.

```
105
Properties=species:S:1:pos:R:3:mulliken_spin:R:1
Co -1.482 -0.122 -1.069 1.169
C 0.516 1.372 5.754 0.016
C 1.028 2.135 4.520 0.010
C 2.486 1.738 4.277 0.004
C 0.969 3.647 4.785 0.018
C 0.131 1.787 3.341 0.095
C 0.635 1.217 2.184 -0.049
C -0.245 0.835 1.174 0.074
N 0.021 0.227 -0.021 0.217
C 1.136 -0.444 -0.440 0.078
C 2.301 -0.760 0.251 -0.030
C 3.343 -1.386 -0.420 0.076
C 3.207 -1.651 -1.798 0.057
C 2.043 -1.447 -2.513 0.082
C 0.943 -0.920 -1.791 0.169
O -0.273 -0.824 -2.240 0.259
C 1.917 -1.769 -3.999 0.005
C 1.449 -0.506 -4.745 0.017
C 0.890 -2.898 -4.193 0.014
C 3.250 -2.219 -4.595 -0.001
C 4.584 -1.789 0.365 0.008
C 4.175 -2.895 1.355 0.012
C 5.145 -0.587 1.140 0.016
C 5.694 -2.339 -0.535 0.012
C -1.659 1.091 1.290 0.167
O -2.383 0.676 0.292 0.280
C -2.166 1.758 2.437 0.076
C -1.254 2.049 3.426 0.043
C -3.642 2.133 2.532 0.009
C -3.937 2.921 3.810 0.000
C -4.499 0.857 2.538 0.011
C -4.020 3.023 1.332 0.014
H 1.180 1.544 6.602 0.002
H -0.485 1.695 6.040 -0.001
H 0.486 0.298 5.556 -0.002
H 3.075 1.964 5.166 0.000
H 2.577 0.667 4.082 0.000
H 2.919 2.294 3.443 0.000
H 1.641 3.903 5.606 0.002
H 1.278 4.205 3.900 0.000
H -0.037 3.969 5.058 -0.002
H 1.697 1.118 2.038 -0.010
H 2.385 -0.548 1.304 -0.002
H 4.059 -2.057 -2.320 0.007
H 0.465 -0.193 -4.401 -0.001
H 2.149 0.316 -4.584 -0.003
H 1.390 -0.705 -5.817 0.000
H -0.089 -2.598 -3.823 -0.001
H 0.798 -3.137 -5.254 0.000
H 1.207 -3.801 -3.666 -0.004
H 4.015 -1.446 -4.488 0.000
H 3.609 -3.139 -4.130 0.000
H 3.121 -2.417 -5.659 0.000
H 3.422 -2.542 2.061 -0.001
H 3.767 -3.753 0.817 0.001
H 5.047 -3.226 1.922 0.001
H 4.433 -0.191 1.864 -0.003
H 6.038 -0.889 1.689 0.000
H 5.421 0.216 0.454 0.001
H 5.386 -3.261 -1.032 -0.002
H 5.995 -1.611 -1.290 -0.002
H 6.566 -2.567 0.077 0.000
H -1.615 2.540 4.319 0.007
H -3.748 2.323 4.704 0.000
H -3.338 3.832 3.857 0.000
H -4.988 3.208 3.816 0.000
H -4.256 0.238 3.405 -0.003
H -5.557 1.119 2.593 0.000
H -4.333 0.272 1.634 -0.003
H -3.380 3.907 1.299 -0.003
H -3.918 2.487 0.391 -0.001
H -5.055 3.354 1.433 0.000
Br -5.256 -1.940 -3.683 0.042
C -4.345 -2.824 -2.301 0.155
C -4.682 -4.123 -1.960 -0.087
C -4.019 -4.768 -0.935 0.239
Br -4.520 -6.533 -0.514 0.052
C -2.976 -4.131 -0.197 -0.021
C -2.278 -4.703 0.882 0.049
C -1.299 -3.979 1.513 0.000
C -1.005 -2.688 1.057 0.024
N -1.648 -2.135 0.052 0.025
C -2.622 -2.819 -0.564 0.113
C -3.310 -2.120 -1.631 0.153
O -2.995 -0.934 -1.932 0.276
H -5.468 -4.627 -2.505 0.004
H -2.522 -5.706 1.204 0.009
H -0.757 -4.393 2.351 0.001
H -0.224 -2.099 1.524 -0.009
N -4.099 1.674 -2.692 0.002
C -2.876 2.191 -2.903 0.007
N -1.763 1.760 -2.377 0.060
C -0.695 2.581 -2.737 -0.002
C 0.631 2.441 -2.340 0.003
C 1.580 3.339 -2.797 -0.001
C 1.233 4.383 -3.650 0.000
C -0.081 4.548 -4.050 -0.001
C -1.026 3.649 -3.584 0.001
S -2.736 3.623 -3.909 0.007
H -4.156 0.746 -2.309 -0.003
H -4.865 1.995 -3.255 0.000
H 0.916 1.638 -1.680 -0.003
H 2.608 3.226 -2.479 0.000
H 1.992 5.069 -4.002 0.000
H -0.367 5.358 -4.709 0.000
```

The value obtained for the total energy is -9080.266323 hartree. As for the spin multiplicity: 5. Its total charge is +1. The calculation puts the HOMO energy (spin up / spin down) at -0.3480 / -0.3774 Ha. As for the HOMO-LUMO gap (spin up / spin down): 6.050 / 4.558 eV. Its expectation value of S² is 6.07.

(4)
Here is a cluster of 7 separate species, C44H51ClN3 in total from OMol25. Energies are from ωB97M-V with the def2-TZVPD basis set.

```
99
Properties=species:S:1:pos:R:3:mulliken_charge:R:1
C -0.861 2.990 -2.051 -0.220
C 0.222 2.781 -2.491 -0.342
N 1.401 2.894 -3.155 0.078
C 2.408 3.533 -2.649 -0.079
N 2.287 4.105 -1.430 -0.040
N 3.622 3.658 -3.319 0.181
Cl 4.118 2.163 -4.015 -0.049
C 3.731 4.809 -4.256 -0.059
C 2.493 5.046 -5.127 -1.546
C 4.083 6.111 -3.507 -0.686
C 5.579 6.062 -3.059 -0.435
C 5.639 6.120 -1.529 -1.135
H -1.844 3.188 -1.736 0.579
H 1.528 2.482 -4.073 0.343
H 2.356 3.337 -0.753 -0.192
H 3.107 4.679 -1.250 0.192
H 4.540 4.574 -4.934 0.709
H 2.100 4.146 -5.598 0.318
H 1.691 5.423 -4.485 0.376
H 2.654 5.815 -5.868 0.456
H 3.877 6.948 -4.160 0.451
H 3.438 6.150 -2.631 0.388
H 6.074 6.903 -3.531 0.402
H 6.024 5.143 -3.421 0.307
H 6.654 6.233 -1.170 0.404
H 5.247 5.178 -1.145 0.152
H 5.026 6.936 -1.167 0.348
C -0.580 5.135 0.621 -0.002
C -0.343 4.885 1.967 -0.456
C -1.229 5.358 2.925 -0.550
C -2.355 6.072 2.537 -0.433
C -2.593 6.319 1.193 -0.475
C -1.704 5.853 0.234 -0.535
H 0.111 4.770 -0.125 0.477
H 0.531 4.322 2.270 0.416
H -1.043 5.169 3.974 0.396
H -3.047 6.436 3.285 0.382
H -3.472 6.874 0.892 0.391
H -1.888 6.051 -0.816 0.454
C -3.878 -0.569 0.539 -0.674
C -3.747 -1.939 0.361 -0.264
C -2.615 -2.456 -0.253 -0.537
C -1.607 -1.604 -0.681 -0.529
C -1.735 -0.233 -0.499 -0.151
C -2.873 0.284 0.106 -0.171
H -4.762 -0.166 1.015 0.385
H -4.530 -2.605 0.700 0.352
H -2.517 -3.525 -0.397 0.468
H -0.721 -2.008 -1.155 0.384
H -0.948 0.433 -0.831 0.296
H -2.976 1.355 0.244 0.422
C 1.155 -0.051 3.029 -0.745
C 2.381 0.240 3.613 -0.500
C 3.239 1.151 3.013 -0.828
C 2.867 1.779 1.832 -0.213
C 1.639 1.488 1.251 0.255
C 0.785 0.571 1.846 -0.101
H 0.487 -0.764 3.496 0.467
H 2.668 -0.245 4.537 0.437
H 4.197 1.372 3.465 0.438
H 3.538 2.494 1.367 0.433
H 1.340 1.978 0.328 0.080
H -0.168 0.347 1.387 0.313
C 6.305 -4.212 2.712 -0.415
C 6.944 -3.232 1.965 -0.356
C 6.250 -2.097 1.569 -0.545
C 4.918 -1.938 1.928 -0.024
C 4.280 -2.916 2.678 -0.420
C 4.972 -4.055 3.067 -0.471
H 6.845 -5.098 3.018 0.365
H 7.984 -3.354 1.690 0.363
H 6.747 -1.336 0.981 0.358
H 4.377 -1.051 1.624 0.361
H 3.242 -2.790 2.960 0.415
H 4.473 -4.820 3.648 0.377
C -2.357 -5.937 1.584 -0.496
C -3.454 -6.614 1.070 -0.007
C -3.325 -7.933 0.658 -0.368
C -2.100 -8.577 0.769 -0.398
C -1.004 -7.900 1.287 -0.455
C -1.131 -6.579 1.691 -0.408
H -2.458 -4.906 1.903 0.427
H -4.411 -6.113 0.990 0.217
H -4.178 -8.460 0.251 0.364
H -2.000 -9.607 0.452 0.364
H -0.050 -8.404 1.375 0.361
H -0.275 -6.049 2.090 0.405
C -8.576 -4.346 -0.151 -0.446
C -9.673 -5.021 -0.666 -0.371
C -9.546 -6.340 -1.079 -0.416
C -8.323 -6.987 -0.969 -0.473
C -7.227 -6.313 -0.451 -0.123
C -7.352 -4.992 -0.046 -0.007
H -8.674 -3.317 0.169 0.357
H -10.629 -4.519 -0.746 0.358
H -10.401 -6.864 -1.486 0.365
H -8.226 -8.017 -1.287 0.360
H -6.273 -6.819 -0.364 0.175
H -6.494 -4.465 0.354 0.226
```

The value obtained for the total energy is -2331.291971 hartree. As for the spin multiplicity: 1. Its total charge is +1. The calculation puts the HOMO energy at -0.3873 Ha. As for the HOMO-LUMO gap: 5.976 eV.